(1)
Computed, not measured: 4 unconnected molecules or ions with the total composition C15H26Cl6NO7P, with the ωB97M-V functional and the def2-TZVPD basis.

The geometry in XYZ format:
```
56
Properties=species:S:1:pos:R:3
Cl 2.56946 -4.56354 -0.56916
Cl -6.58406 -0.90748 -3.35863
Cl 3.53896 3.41696 2.36592
Cl 5.50400 3.98312 5.08019
Cl 3.64652 -3.55055 -3.62566
Cl -6.06196 -2.57380 -0.40457
P -2.83188 -0.16336 -1.22821
O -4.35014 0.33506 -1.17887
O -0.15792 1.74883 2.75979
O -2.36597 1.80376 2.29141
O -2.94890 -1.73389 -0.94054
O 3.03094 -0.37487 -1.02386
O -4.19806 0.59519 1.74310
O 0.59174 -0.68333 -0.17153
N -2.07252 0.13572 -2.53355
C -0.98509 0.89894 0.63953
C 3.05019 4.19731 3.89407
C 4.32102 1.57150 -0.20738
C 4.17697 0.43202 -1.21190
C -2.24111 0.58828 0.30210
C 3.00016 -1.10356 0.19062
C 1.54836 -1.18903 0.74029
C 0.32785 0.69513 -0.05850
C -7.81498 -1.60278 -2.26453
C 1.59584 -3.74807 -1.83066
C -3.11072 0.97407 1.45974
C -7.43977 -1.51708 -0.80608
C -1.04129 1.53486 1.99715
C 4.16759 5.00904 4.49714
C 2.01924 -4.15448 -3.21745
H -7.17133 -0.50410 -0.51494
H 3.30643 -2.13485 -0.02347
H -4.81387 0.12482 -2.00827
H 0.55734 -4.02840 -1.66444
H 3.68581 -0.69228 0.93809
H 4.07373 0.84408 -2.22169
H 2.71710 3.41439 4.57000
H 0.32310 1.14715 -1.05484
H -8.73295 -1.04320 -2.43434
H 1.46308 -0.71105 1.72620
H -3.41271 -1.89284 -0.10341
H 4.95573 2.35656 -0.63039
H 1.69884 -2.67360 -1.68648
H 1.32715 -3.72932 -3.94212
H 4.81585 1.23242 0.70810
H -8.28236 -1.84870 -0.20228
H -1.25100 0.71487 -2.42609
H 3.79112 5.56227 5.35586
H -7.96636 -2.63407 -2.57198
H 2.20841 4.84871 3.66581
H 1.10930 1.20104 0.52141
H 5.09681 -0.17494 -1.22844
H 4.58049 5.71052 3.77681
H 1.28497 -2.24238 0.87822
H 2.03183 -5.23582 -3.32814
H 3.35474 2.01126 0.05279
```

Computed properties:
LUMO = -0.0436 Ha
Charge = 0
Frontier orbital gap = 0.306 Eh
E_tot = -4271.13959 hartree
E_HOMO = -9.52 eV

***

(2)
Computed, not measured: 7 unconnected molecules or ions with the total composition C41H84B2BrN6O16S2 in a non-equilibrium geometry, with the ωB97M-V functional and the def2-TZVPD basis.

The geometry in XYZ format:
```
152
Properties=species:S:1:pos:R:3
Br 0.78429 -3.14434 -5.28540
S -4.15307 6.28195 0.35345
S -1.93407 -0.74486 -1.24746
O -4.35827 0.79095 -1.47931
O -1.23197 3.06134 4.02529
O -0.37115 -0.84369 1.20597
O 0.74604 4.36073 -0.70792
O -6.38181 3.06016 -1.48507
O -1.25426 -1.17215 6.48663
O -4.02820 3.78785 -1.09009
O -1.08353 3.50544 -2.00963
O -3.22035 2.80129 2.49072
O 4.93316 4.40448 -3.35065
O 6.56386 -1.53062 -6.52261
O -5.88905 -0.01564 0.19728
O -3.61217 -1.37441 10.76519
O -0.73491 -9.60108 -7.49904
O 3.41802 -1.59897 0.94767
O -0.03548 1.39162 0.75236
N 4.95695 -2.73832 -7.67101
N -2.94584 -3.50807 10.16267
N -0.99875 -7.58055 -6.40023
N 4.64351 6.13636 -4.85936
N 5.44321 -2.28988 1.83127
N -3.34040 -0.21006 6.77291
C 4.99419 -2.15054 3.20105
C -3.93543 -0.96525 5.68988
C 1.07116 -0.26416 4.29070
C -2.00743 -0.40189 7.06843
C 5.83869 -3.02256 -8.78414
C 2.75006 2.00399 -0.48449
C -8.61666 2.74063 -0.39536
C 2.93148 3.23866 -1.59147
C 0.51190 4.93142 -3.41523
C -7.00564 2.29134 -0.37670
C 1.86080 0.75397 -1.06274
C -1.61326 0.64744 2.67719
C -0.33994 -0.85802 -0.27162
C 0.68705 -2.07842 -2.53376
C 0.17440 -3.42332 -3.36457
C -3.43032 -1.24286 -0.23719
C -5.75778 5.42997 -0.18951
C 5.43324 -1.99140 -6.61452
C -2.30094 -3.05909 8.94618
C 4.84621 5.59874 -3.60604
C 0.33445 0.65329 -0.47298
C 3.35839 2.22979 3.31536
C -2.23709 -7.26932 -7.08358
C -5.35430 3.99954 -0.95307
C -3.55843 -2.57915 10.97678
C -4.16598 0.72284 7.51076
C -0.47943 -6.63875 -5.43087
C -2.92608 -4.91960 10.48439
C 1.22982 0.52743 2.83471
C 0.05572 4.23240 -2.00181
C 4.57091 -1.98662 0.80754
C 2.20426 4.55545 -0.89019
C -6.92768 0.64378 -0.60946
C 4.51796 5.24517 -5.99396
C 4.55194 7.56458 -5.07877
C -4.60610 -0.12074 -0.51440
C 1.71595 2.05681 3.20686
C -0.35240 -8.76272 -6.69287
C 0.42619 -2.15554 -0.91725
C 3.60236 -3.24854 -7.70424
C 6.79526 -2.74367 1.58156
B -0.15050 0.46742 1.91346
B -1.97647 2.19765 3.08765
H 4.92764 6.36360 -2.81616
H 1.87143 -2.06254 -2.68270
H 6.71303 -3.56735 -8.41559
H 2.65590 4.60416 0.21361
H 1.61696 4.70009 -3.72408
H -0.98979 -3.52544 -3.42306
H 0.45624 -6.99807 -4.99371
H 2.45523 2.96219 -2.64845
H -2.05093 -7.23819 -8.16131
H -3.41762 -5.47312 9.67899
H 5.32433 -3.62076 -9.54128
H 4.68175 -1.83451 -5.82320
H 5.79043 -2.42530 3.89832
H -3.39854 -0.74188 4.76306
H 1.35443 -1.40470 4.22258
H -4.99196 -0.70809 5.57462
H -3.59186 1.22211 8.29614
H 6.92396 -3.73443 2.02690
H -7.97123 0.23365 -0.19960
H 3.93945 1.26461 2.98117
H 1.90179 0.22740 4.99250
H 4.12654 -2.79812 3.35888
H -4.99716 0.17654 7.96593
H -3.83760 -2.03354 5.90501
H 1.29068 2.40602 4.26248
H -3.22339 -1.46394 0.89302
H -9.27783 2.06674 0.29998
H 0.73762 -4.37807 -2.98627
H -1.75382 -0.08857 3.59072
H 0.04588 -0.05419 4.82378
H 7.49537 -2.04043 2.04194
H -2.97377 3.46341 1.77620
H 3.82241 1.56417 -0.19973
H 4.66359 8.11579 -4.14100
H -3.44702 -5.11715 11.42529
H 2.49271 5.55296 -1.43467
H 3.63677 -4.33984 -7.77040
H -8.69072 3.90085 -0.13790
H -1.51846 -2.33877 9.20305
H -6.26476 6.15099 -0.98110
H 3.57566 7.79363 -5.51569
H 0.31388 6.08862 -3.31725
H -4.01695 -3.02693 11.87388
H -6.91519 0.34715 -1.75633
H -6.55205 2.57186 0.68321
H -1.65727 0.22128 7.90782
H 3.66955 2.52687 4.41662
H 1.75328 0.91589 -2.23856
H -1.21891 -6.50504 -4.63602
H 3.67074 4.57330 -5.82687
H 3.69049 3.13856 2.61747
H -2.42879 0.31351 1.87384
H 1.47087 -2.31783 -0.37173
H -0.22760 -3.10168 -0.70121
H 2.11919 -0.01679 2.26233
H -3.66137 5.64312 1.52568
H -8.92598 2.67041 -1.54604
H -2.63063 -6.30526 -6.74980
H -1.86181 -3.90335 8.40761
H 1.35476 2.87511 2.42464
H -0.29859 -5.68172 -5.92890
H 4.36164 5.81275 -6.91543
H 3.05020 -2.96081 -6.80533
H -0.35554 1.09549 -1.31431
H -4.55604 1.47460 6.81839
H 3.09295 -2.84327 -8.58339
H -1.88644 -5.24763 10.57400
H 6.17195 -2.07805 -9.22455
H -6.46465 5.17175 0.70661
H -3.04218 -2.56305 8.31244
H 2.49248 -0.22088 -0.91038
H 0.28811 -1.11161 -3.05924
H -2.96675 -8.05739 -6.87470
H -3.82165 -2.26915 -0.70321
H 2.32920 2.46984 0.51361
H 5.01337 -2.12691 -0.19251
H 5.43023 4.64723 -6.07971
H 4.09598 3.46324 -1.72606
H -0.18636 4.48059 -4.26014
H 0.57822 -8.89980 -6.11782
H -1.05052 3.92190 3.50464
H 4.69505 -1.11237 3.37381
H 5.34379 7.86801 -5.76983
H 6.99976 -2.80308 0.50901
```

Computed properties:
LUMO = 0.0703 Ha
Charge = -1
Frontier orbital gap = 0.233 Eh
E_tot = -6564.78592 hartree
E_HOMO = -4.42 eV

***

(3)
Computed, not measured: a molecular structure, C29H25Cl2N7O2Os in a non-equilibrium geometry, with the ωB97M-V functional and the def2-TZVPD basis.

The geometry in XYZ format:
```
66
Properties=species:S:1:pos:R:3
Os 0.22580 0.04410 -0.03540
Cl 6.88480 -0.83730 -1.31080
Cl 6.87960 0.86200 1.28010
O 2.33980 -2.20870 -2.74660
O 2.35560 1.83160 2.98370
N -0.81710 -1.08750 -1.57570
N 1.73410 -0.75360 -1.05740
N -0.82170 1.01870 1.61820
N 1.73360 0.68620 1.07620
N -0.70380 1.80950 -1.52770
N -0.81810 -2.05260 1.35660
N -1.79880 2.56680 -1.29190
C 1.51330 1.38640 2.23760
C 0.13160 -2.42060 2.34200
C 1.43920 -2.71200 1.94640
C 0.03340 -1.71680 -2.41020
C 5.40510 -0.39770 -0.59940
C 4.20520 -0.79760 -1.17360
C -3.33530 4.18100 -2.41340
C 4.20050 0.77800 1.15290
C 0.73070 -2.87170 4.62570
C 5.40390 0.39360 0.57630
C 2.02790 -3.16500 4.22730
C -2.12680 1.18290 1.85490
C 2.98840 0.37690 0.60040
C -0.36340 2.03960 -2.79770
C -2.63890 -1.92640 -2.86700
C 2.99120 -0.43480 -0.59380
C 2.38240 -3.06920 2.88690
C -2.16100 3.28410 -2.37810
C -1.25200 2.96060 -3.36480
C -2.12470 -1.17850 -1.82010
C -0.36740 2.27110 3.61710
C -1.76610 -2.59450 -3.71550
C -2.61690 1.89520 2.93950
C -0.40340 -2.47150 -3.49270
C 1.50500 -1.60230 -2.11590
C -0.21270 -2.48380 3.69240
C -1.72150 2.45520 3.84170
C 0.04340 1.55650 2.49880
C 0.78370 1.40000 -3.48740
H 1.14120 2.06500 -4.26770
H -2.06800 3.01660 4.69600
H -1.22100 -2.26680 4.01010
H -1.22330 3.34600 -4.36270
H -2.14460 -3.20090 -4.52420
H 0.32810 -2.94860 -4.12790
H -0.84540 -2.73710 0.60530
H 2.76000 -3.47720 4.95430
H -3.23720 4.98980 -1.69240
H -3.43210 4.61440 -3.40380
H -4.24730 3.62930 -2.19290
H -1.74400 -1.96230 1.76790
H -2.19410 2.62450 -0.36740
H 4.21730 -1.40200 -2.07030
H 3.38850 -3.29240 2.57510
H 0.46720 0.47050 -3.96220
H -2.81320 0.71790 1.15500
H -2.78210 -0.64370 -1.14470
H 4.20910 1.39380 2.03990
H -3.68170 2.00330 3.07800
H 0.39500 2.65730 4.27560
H 1.59360 1.19380 -2.79060
H -3.70630 -1.99910 -2.99860
H 0.45780 -2.96230 5.66610
H 1.69110 -2.66850 0.89510
```

Computed properties:
<S²> = 6.0320
LUMO (spin up / spin down) = -0.2250 / -0.3285 Ha
Charge = +2
Frontier orbital gap (spin up / spin down) = 0.273 / 0.173 Eh
2S+1 = 5
E_tot = -2664.43842 hartree
E_HOMO (spin up / spin down) = -13.55 / -13.65 eV